# 1
Formula: C2H6N2P
Source: OMol25
Level of theory: ωB97M-V/def2-TZVPD

The net charge is +1. The LUMO energy comes out at -5.9779 eV. The value obtained for the energy is -14429.590 eV. As for the structure (SMILES): [H]/P=N/C[NH+]=C. Its gap between HOMO and LUMO is 7.9 eV.

Each line ends with the natural charge from an NBO analysis.
Geometry (Å):
H  3.181  -0.364  -0.574  0.027
P  1.923  0.305  0.031  0.802
N  1.109  -1.030  0.008  -0.817
C  -0.404  -1.030  0.232  -0.154
N  -0.955  0.165  -0.390  -0.420
C  -0.651  1.325  0.137  0.061
H  -0.526  -1.986  -0.406  0.266
H  -1.012  -1.229  1.140  0.265
H  -1.568  -0.047  -1.120  0.454
H  -0.090  1.564  1.074  0.259
H  -1.006  2.329  -0.134  0.257

***

# 2
Formula: C2H6N2S
Source: OMol25
Level of theory: ωB97M-V/def2-TZVPD

The LUMO energy comes out at 0.4606 eV. The value obtained for the energy is -15983.294 eV. Its gap between HOMO and LUMO is 9.5 eV.

Each line ends with the natural charge from an NBO analysis.
Geometry (Å):
C  0.936  0.668  -0.692  -0.720
C  -0.180  -0.314  -0.320  0.414
H  0.795  1.773  -0.423  0.258
H  1.422  0.617  -1.957  0.228
H  1.996  0.485  -0.175  0.230
H  -0.404  -1.693  -1.664  0.356
H  0.385  0.387  1.178  0.377
H  -1.553  -1.240  2.098  0.146
N  -0.925  -1.108  -0.987  -0.702
N  -0.552  0.276  0.882  -0.756
S  -1.920  0.148  2.059  0.169

***

# 3
Formula: C2H6N2S
Source: OMol25
Level of theory: ωB97M-V/def2-TZVPD

The LUMO energy comes out at 0.8295 eV. The value obtained for the energy is -15985.226 eV. As for the structure (SMILES): [H]/N=C(/N)SC. Its gap between HOMO and LUMO is 9.9 eV.

Each line ends with the natural charge from an NBO analysis.
Geometry (Å):
H  -1.643  -1.300  0.052  0.361
N  -1.749  -0.218  -0.069  -0.736
C  -0.681  0.503  -0.448  0.254
N  -0.777  1.918  -0.610  -0.866
S  1.045  0.243  -0.565  0.269
C  1.364  -1.194  0.440  -0.814
H  -1.833  2.090  -0.932  0.412
H  -0.182  2.544  -0.166  0.409
H  1.332  -2.223  0.048  0.227
H  0.657  -1.074  1.313  0.237
H  2.468  -1.290  0.937  0.246

***

# 4
Formula: C2H6N2S
Source: OMol25
Level of theory: ωB97M-V/def2-TZVPD

The LUMO energy comes out at 0.7359 eV. The value obtained for the energy is -15984.944 eV. As for the structure (SMILES): [H]/N=C(\C)NS. Its gap between HOMO and LUMO is 9.9 eV.

Each line ends with the natural charge from an NBO analysis.
Geometry (Å):
H  0.155  -1.977  -2.014  0.326
N  -0.355  -1.155  -1.764  -0.699
C  0.296  -0.623  -0.691  0.416
C  1.053  -1.251  0.375  -0.716
N  0.008  0.682  -0.467  -0.733
S  -0.569  1.073  1.093  0.129
H  1.366  -2.360  0.113  0.243
H  2.065  -0.643  0.431  0.239
H  0.423  -1.020  1.306  0.261
H  -0.725  1.108  -0.976  0.406
H  0.139  2.270  1.171  0.127

***

# 5
Formula: C2H6N2S
Source: OMol25
Level of theory: ωB97M-V/def2-TZVPD

The LUMO energy comes out at -0.1803 eV. The value obtained for the energy is -15981.423 eV. Its gap between HOMO and LUMO is 8.7 eV.

Each line ends with the natural charge from an NBO analysis.
Geometry (Å):
C  1.956  0.077  -0.031  -0.818
C  -0.694  -0.255  -0.308  0.247
H  2.968  -0.330  0.314  0.236
H  1.787  0.778  0.860  0.243
H  2.007  0.975  -0.878  0.258
H  -3.025  -0.150  -0.679  0.413
H  -1.998  -1.511  1.066  0.438
H  -1.435  1.558  0.320  0.322
N  -1.940  -0.910  -0.074  -0.917
N  -0.436  1.037  -0.302  -0.684
S  0.811  -1.269  -0.289  0.261

***

# 6
Formula: C2H6N2S
Source: OMol25
Level of theory: ωB97M-V/def2-TZVPD

The LUMO energy comes out at 1.0746 eV. The value obtained for the energy is -15985.169 eV. As for the structure (SMILES): CS/C=N/N. Its gap between HOMO and LUMO is 9.2 eV.

Each line ends with the natural charge from an NBO analysis.
Geometry (Å):
C  -2.039  0.815  -0.035  -0.709
S  -1.556  -0.984  0.022  0.193
C  0.231  -0.940  -0.046  -0.114
N  0.986  0.058  0.055  -0.284
N  2.344  -0.041  -0.103  -0.638
H  -2.733  0.927  -0.837  0.223
H  -2.407  1.068  0.942  0.223
H  -1.154  1.341  -0.335  0.246
H  0.731  -1.941  -0.128  0.164
H  2.847  -0.938  0.003  0.336
H  2.749  0.634  0.463  0.360

***

Which value of LUMO does entry 6 give? 1.0746 eV

***

Copy entry 4 word for word.
Formula: C2H6N2S
Source: OMol25
Level of theory: ωB97M-V/def2-TZVPD

The LUMO energy comes out at 0.7359 eV. The value obtained for the energy is -15984.944 eV. As for the structure (SMILES): [H]/N=C(\C)NS. Its gap between HOMO and LUMO is 9.9 eV.

Each line ends with the natural charge from an NBO analysis.
Geometry (Å):
H  0.155  -1.977  -2.014  0.326
N  -0.355  -1.155  -1.764  -0.699
C  0.296  -0.623  -0.691  0.416
C  1.053  -1.251  0.375  -0.716
N  0.008  0.682  -0.467  -0.733
S  -0.569  1.073  1.093  0.129
H  1.366  -2.360  0.113  0.243
H  2.065  -0.643  0.431  0.239
H  0.423  -1.020  1.306  0.261
H  -0.725  1.108  -0.976  0.406
H  0.139  2.270  1.171  0.127